No. 1
Molecular formula: C7H7NS2
Method: DFT, the ωB97M-V functional and the def2-TZVPD basis

Values from the calculation:
Highest occupied orbital energy (alpha / beta) (eV): -7.419 / -7.419
Net charge: 0
Multiplicity: 1
Orbital gap (alpha / beta) (eV): 6.90 / 6.89

Atoms and positions in Å:
C -1.98 1.30 -0.09
C -3.34 0.97 -0.14
C -1.88 -0.99 0.00
C -1.15 0.19 -0.03
C 2.84 -0.60 -0.22
C 2.65 0.77 0.08
C 2.05 -1.54 0.18
N 0.21 0.15 0.18
S -3.58 -0.69 0.02
S 1.04 1.39 0.03
H -1.62 2.23 -0.26
H -4.22 1.62 -0.07
H -1.39 -1.79 0.48
H 3.54 -0.69 -1.01
H 3.50 1.46 0.23
H 1.46 -1.30 1.01
H 1.86 -2.48 -0.37

Atom charges from the Löwdin analysis, given in e for atoms 1 to 6:
1 C -0.1635
2 C -0.4254
3 C -0.3480
4 C -0.5034
5 C -0.3050
6 C -0.3637

No. 2
Molecular formula: C30H40ClN8O11PS
Method: DFT, the ωB97M-V functional and the def2-TZVPD basis

Values from the calculation:
Highest occupied orbital energy (eV): -8.443
Net charge: 0
Multiplicity: 1
Orbital gap (eV): 7.17

Atoms and positions in Å:
C 2.92 0.21 3.19
C 3.21 1.70 3.57
C 3.26 2.02 5.12
N 3.45 2.68 2.75
C 2.55 2.73 1.62
C 1.39 3.63 1.53
C 1.08 4.57 2.77
C -0.33 4.19 3.33
C -0.78 2.76 3.25
C -2.12 2.33 3.73
C -3.06 3.28 4.36
C -2.62 4.70 4.45
C -1.30 5.14 3.94
C -0.96 6.67 4.11
C 0.50 3.60 0.26
P -1.03 4.71 0.03
O -2.30 4.06 0.95
Cl -0.67 6.63 0.82
C 0.75 2.72 -0.89
C -0.15 2.62 -2.16
C -0.76 1.20 -2.41
C -0.70 0.66 -3.80
C -1.24 -0.67 -4.18
C -1.86 -1.57 -3.12
C -1.92 -1.04 -1.75
C -1.40 0.34 -1.39
C -1.55 0.85 0.10
C 1.95 1.77 -0.86
N 2.26 0.89 -1.87
S 3.64 0.16 -1.21
N 3.82 0.92 0.27
C 2.79 1.85 0.40
H 2.10 0.10 2.41
H 3.85 -0.20 2.70
H 2.70 -0.45 4.07
H 3.19 3.12 5.31
H 2.50 1.41 5.69
H 4.27 1.62 5.47
H 1.22 5.66 2.53
H 1.85 4.32 3.56
H -0.15 1.95 2.82
H -2.45 1.26 3.63
H -4.06 2.94 4.75
H -3.32 5.45 4.91
H 0.14 6.85 4.02
H -1.51 7.27 3.33
H -1.36 7.00 5.11
H -2.93 4.80 1.07
H -0.98 3.38 -2.21
H 0.53 2.83 -3.05
H -0.26 1.25 -4.65
H -1.16 -1.03 -5.25
H -2.29 -2.58 -3.34
H -2.38 -1.64 -0.92
H -2.01 0.08 0.78
H -0.52 1.06 0.53
H -2.10 1.83 0.10
C 2.31 -3.47 -3.22
N 0.89 -3.76 -3.55
O 0.23 -4.36 -2.71
O 0.48 -3.39 -4.63
H 2.53 -3.87 -2.23
H 2.92 -3.96 -3.98
H 2.44 -2.39 -3.25
C -0.85 -4.56 0.87
N -0.96 -3.37 1.76
O -0.29 -2.40 1.47
O -1.72 -3.46 2.71
H -0.15 -4.34 0.08
H -0.50 -5.39 1.48
H -1.84 -4.76 0.47
C 5.85 -1.94 1.79
N 5.82 -3.08 0.83
O 5.15 -4.05 1.14
O 6.47 -2.96 -0.19
H 5.23 -2.19 2.65
H 6.88 -1.79 2.09
H 5.45 -1.07 1.27
C -1.60 -5.90 -5.05
N -1.62 -7.05 -6.00
O -2.27 -8.03 -5.69
O -0.97 -6.92 -7.02
H -2.22 -6.15 -4.19
H -0.57 -5.74 -4.75
H -2.00 -5.04 -5.57
C -6.01 -2.31 -3.74
N -4.93 -3.30 -3.96
O -4.87 -4.25 -3.20
O -4.18 -3.09 -4.89
H -6.60 -2.62 -2.88
H -5.54 -1.35 -3.55
H -6.62 -2.28 -4.64

Atom charges from the Löwdin analysis, given in e for atoms 1 to 6:
1 C -0.0326
2 C -0.3195
3 C -0.0362
4 N 0.1029
5 C -0.1558
6 C -0.1071

No. 3
Molecular formula: C36H57N5O4
Method: DFT, the ωB97M-V functional and the def2-TZVPD basis

Values from the calculation:
Highest occupied orbital energy (eV): -6.745
Net charge: 0
Multiplicity: 1
Orbital gap (eV): 7.14

Atoms and positions in Å:
C 1.87 3.30 3.23
C 1.03 3.96 2.16
C 1.32 3.07 0.99
O 1.61 1.80 1.42
C 1.83 1.80 2.86
H 1.67 3.49 4.29
H 2.92 3.57 3.09
H 1.40 4.95 1.89
H -0.04 3.89 2.35
H 2.20 3.50 0.51
H 0.49 2.94 0.30
H 2.77 1.41 3.23
H 1.12 1.11 3.33
C -0.73 3.07 -2.86
C -0.01 2.10 -1.93
C 1.44 2.36 -2.16
O 1.57 2.86 -3.50
C 0.26 3.15 -4.14
H -0.88 4.07 -2.45
H -1.67 2.63 -3.20
H -0.16 1.07 -2.27
H -0.15 2.01 -0.85
H 1.96 1.40 -2.19
H 1.94 3.04 -1.46
H -0.03 2.37 -4.85
H 0.23 4.06 -4.75
C -0.19 -4.39 -1.45
C 0.15 -4.75 -2.88
C 0.11 -3.50 -3.72
O -0.91 -2.74 -3.10
C -0.98 -3.05 -1.66
H 0.64 -4.29 -0.76
H -0.78 -5.17 -0.98
H -0.65 -5.29 -3.40
H 1.01 -5.40 -3.00
H -0.18 -3.57 -4.77
H 1.10 -3.05 -3.64
H -2.00 -3.18 -1.28
H -0.41 -2.24 -1.21
C -1.50 1.83 2.19
C -2.85 2.21 1.54
C -3.02 3.62 1.91
O -2.31 3.68 3.16
C -1.33 2.70 3.41
H -0.65 1.94 1.52
H -1.51 0.77 2.47
H -3.46 1.70 2.29
H -3.01 1.80 0.54
H -4.04 3.93 2.17
H -2.61 4.26 1.13
H -1.76 2.35 4.35
H -0.31 3.00 3.63
N 0.11 -4.86 2.08
C 0.86 -4.23 1.17
C 0.07 -3.26 0.54
C -1.27 -3.34 1.08
C -1.16 -4.28 2.14
H 0.37 -5.71 2.56
H 1.88 -4.48 0.89
H 0.37 -2.57 -0.23
H -2.10 -2.72 0.78
H -1.94 -4.75 2.73
N -4.13 -1.02 -3.52
C -4.26 0.29 -3.81
C -3.82 1.02 -2.73
C -3.22 0.09 -1.85
C -3.46 -1.22 -2.35
H -4.45 -1.76 -4.13
H -4.78 0.66 -4.68
H -3.90 2.10 -2.70
H -2.80 0.39 -0.90
H -3.15 -2.16 -1.91
N 4.80 1.11 -0.34
C 5.01 -0.16 -0.72
C 3.79 -0.73 -1.08
C 2.80 0.28 -0.85
C 3.46 1.43 -0.43
H 5.49 1.79 -0.05
H 6.05 -0.45 -0.77
H 3.55 -1.68 -1.53
H 1.74 0.15 -1.00
H 3.16 2.42 -0.10
N 0.26 -2.52 2.75
C -0.42 -1.54 3.31
C 0.53 -0.52 3.61
C 1.79 -0.87 3.08
C 1.62 -2.13 2.55
H -0.22 -3.31 2.33
H -1.50 -1.59 3.29
H 0.29 0.42 4.09
H 2.64 -0.20 3.11
H 2.18 -2.72 1.84
N 1.00 -0.59 0.70
C 0.78 -1.14 -0.52
C -0.34 -0.49 -1.05
C -0.89 0.27 -0.05
C 0.05 0.31 1.01
H 1.83 -0.77 1.25
H 1.38 -1.99 -0.82
H -0.83 -0.58 -2.01
H -1.87 0.68 -0.21
H 0.14 0.78 1.98

Atom charges from the Löwdin analysis, given in e for atoms 1 to 6:
1 C -0.1233
2 C -0.1373
3 C -0.2452
4 O -0.1962
5 C -0.1713
6 H 0.1220

No. 4
Molecular formula: C6H3Cl3O2
Method: DFT, the ωB97M-V functional and the def2-TZVPD basis

Values from the calculation:
SMILES: C#CC(=O)Cl.O=C(Cl)Cl.C#C
Highest occupied orbital energy (eV): -10.390
Net charge: 0
Multiplicity: 1
Orbital gap (eV): 9.97

Atoms and positions in Å:
C -1.51 -0.07 -3.47
C -0.70 -0.40 -2.62
C 0.61 -0.74 -2.10
O 1.47 0.02 -1.82
Cl 0.75 -2.48 -1.87
H -2.14 0.42 -4.10
O 0.40 0.54 0.86
C 1.55 0.49 1.09
Cl 2.37 1.90 1.65
Cl 2.57 -0.89 0.85
C -1.67 -0.21 2.76
C -1.09 0.72 3.26
H -2.04 -0.83 2.07
H -0.57 1.55 3.43

Atom charges from the Löwdin analysis, given in e for atoms 1 to 6:
1 C 0.1885
2 C -0.0901
3 C -0.8614
4 O 0.0333
5 Cl 0.6832
6 H 0.0161

No. 5
Molecular formula: C3CuLi2O3
Method: DFT, the ωB97M-V functional and the def2-TZVPD basis

Values from the calculation:
Highest occupied orbital energy (alpha / beta) (eV): -18.659 / -18.412
Net charge: +2
Multiplicity: 2
Orbital gap (alpha / beta) (eV): 10.04 / 7.06

Atoms and positions in Å:
O 0.64 1.62 1.99
C 1.18 0.97 1.16
O 1.89 0.92 0.21
Li 1.37 -0.27 -1.33
Li -1.39 0.85 2.21
C -0.58 -0.45 0.74
C -0.81 -0.88 -0.40
O -0.70 -1.10 -1.66
Cu -1.60 -1.65 -2.92

Atom charges from the Löwdin analysis, given in e for atoms 1 to 6:
1 O 0.1467
2 C -0.4299
3 O 0.1244
4 Li 0.8582
5 Li 0.8282
6 C 0.0711

No. 6
Molecular formula: C2H5NS
Method: DFT, the ωB97M-V functional and the def2-TZVPD basis

Values from the calculation:
SMILES: C=NSC
Highest occupied orbital energy (alpha / beta) (eV): -8.302 / -8.069
Net charge: 0
Multiplicity: 1
Orbital gap (alpha / beta) (eV): 8.32 / 8.21

Atoms and positions in Å:
C 2.28 0.09 -0.09
N 0.74 -0.21 0.15
S -0.37 0.97 0.06
C -1.84 -0.10 0.15
H 2.84 -0.77 -0.01
H 2.73 0.91 -0.62
H -2.07 -0.56 -0.81
H -2.69 0.63 0.45
H -1.61 -0.96 0.73

Atom charges from the Löwdin analysis, given in e for atoms 1 to 6:
1 C -0.0117
2 N -0.4535
3 S 0.7574
4 C -0.3919
5 H -0.0170
6 H 0.0218